No. 1
Below is a 3-piece molecular cluster, C5H16NO2 overall in a non-equilibrium geometry, with properties calculated with ωB97M-V with the def2-TZVPD basis set.

The geometry in XYZ format:
```
24
Properties=species:S:1:pos:R:3:forces:R:3
C -1.38062 0.50651 0.02395 -0.838 -1.747 -1.378
C -1.05940 -0.10540 -1.36751 0.094 -2.278 -0.373
C -0.24548 -1.42643 -1.22883 0.833 2.586 0.034
C 1.08756 -1.26068 -1.23351 -0.738 -1.374 0.408
C -0.96864 -2.68722 -1.12827 -0.260 -2.533 -0.635
N -0.10370 0.68084 0.72841 0.982 2.695 0.287
H -1.97800 1.40648 -0.18926 0.722 0.080 0.824
H -1.98884 -0.20201 0.61453 0.165 0.387 -0.329
H -0.47814 0.52853 -2.04784 -0.401 0.343 0.397
H -1.96666 -0.46847 -1.87000 -0.143 0.929 0.147
H 1.54521 -0.36836 -1.56210 0.287 1.143 -0.034
H 1.77504 -2.04316 -0.97446 0.145 -0.557 -0.229
H -2.02800 -2.66211 -0.80354 0.680 0.221 -0.141
H -0.92296 -3.23310 -2.12215 -0.439 0.966 0.695
H -0.42295 -3.44279 -0.54853 -0.157 0.348 0.419
H 0.51556 -0.16414 0.74381 -0.757 0.519 -0.577
H 0.41362 1.48170 0.21935 -0.005 -1.492 0.806
H -0.18204 1.00838 1.71905 -0.053 -0.527 -0.467
H 0.54519 2.11180 3.47795 -0.572 0.033 0.054
H 1.18760 0.88603 3.93079 -0.277 -0.647 0.009
O 0.36980 1.15691 3.48608 0.845 0.821 0.062
H 2.57383 2.36502 0.56832 0.169 0.528 0.036
H 1.69139 3.41832 -0.23331 0.474 0.120 0.259
O 2.02064 2.51335 -0.20292 -0.755 -0.565 -0.273
```
Positions in Å, forces in eV/Å.

Its relative energy (zero: lowest compared OMol25 entry of this formula, charge and spin) is 104.3 kJ/mol. As for the charge: +1. The value obtained for the total energy is -405.080418 Eh.

What are the Mulliken partial charges on each atom? They are as follows, in elementary charge units: number 1, C, carries -0.531; number 2, C, carries -0.724; number 3, C, carries 0.866; number 4, C, carries -1.307; number 5, C, carries -1.326; number 6, N, carries -0.165; number 7, H, carries 0.296; number 8, H, carries 0.392; number 9, H, carries 0.374; number 10, H, carries 0.398; number 11, H, carries 0.382; number 12, H, carries 0.343; number 13, H, carries 0.335; number 14, H, carries 0.302; number 15, H, carries 0.372; number 16, H, carries 0.350; number 17, H, carries 0.302; number 18, H, carries 0.412; number 19, H, carries 0.339; number 20, H, carries 0.335; number 21, O, carries -0.708; number 22, H, carries 0.326; number 23, H, carries 0.327; number 24, O, carries -0.690


No. 2
Below is a 2-piece molecular cluster, C3H7N2O2 overall in a non-equilibrium geometry, with properties calculated with ωB97M-V with the def2-TZVPD basis set.

The geometry in XYZ format:
```
14
Properties=species:S:1:pos:R:3:forces:R:3
C -1.61076 -0.00700 0.31465 -3.376 -0.010 0.203
C -2.55628 -0.57835 -0.36853 -0.077 -3.199 -0.585
C 0.28254 -0.03450 -0.84012 -0.604 1.837 -2.566
N 1.98301 -0.64437 0.76449 3.210 0.019 -3.311
N 0.72070 1.30818 -0.33096 0.205 -1.877 1.645
O -1.19015 0.66461 1.16428 1.401 0.882 1.701
O 0.92690 -0.95794 -0.36244 1.822 -1.528 1.461
H -3.04807 -0.04991 -1.17194 0.001 0.060 -0.009
H -2.60685 -1.73245 -0.33820 0.032 2.069 -0.136
H 1.74079 -1.38942 1.35119 -0.417 -1.390 1.430
H 2.95895 -1.00492 0.25955 -3.181 1.056 1.535
H 0.64217 1.99130 -1.06899 0.086 0.448 0.070
H 1.63905 1.01811 0.04847 0.455 1.263 -0.043
H 0.11802 1.41667 0.57855 0.444 0.369 -1.394
```
Positions in Å, forces in eV/Å.

Its relative energy (zero: lowest compared OMol25 entry of this formula, charge and spin) is 654.1 kJ/mol. As for the charge: +1. The value obtained for the total energy is -378.004677 Eh.

What are the Mulliken partial charges on each atom? They are as follows, in elementary charge units: number 1, C, carries 0.683; number 2, C, carries -0.676; number 3, C, carries -0.105; number 4, N, carries -0.558; number 5, N, carries -0.265; number 6, O, carries -0.445; number 7, O, carries -0.047; number 8, H, carries 0.291; number 9, H, carries 0.260; number 10, H, carries 0.314; number 11, H, carries 0.339; number 12, H, carries 0.317; number 13, H, carries 0.454; number 14, H, carries 0.439


No. 3
Below is a 2-piece molecular cluster, C5H14 overall in a non-equilibrium geometry, with properties calculated with ωB97M-V with the def2-TZVPD basis set.

The geometry in XYZ format:
```
19
Properties=species:S:1:pos:R:3:forces:R:3
C -1.92242 0.75184 1.69002 1.602 2.023 -0.982
C -1.18012 1.29348 0.37493 -0.583 -0.921 0.628
C 0.19489 1.81997 0.76167 0.158 0.425 1.625
H -2.54878 -0.12916 1.64835 -0.030 -0.019 -0.359
H -2.46906 1.64857 1.99679 -0.254 -0.542 0.632
H -1.05218 0.61806 2.34316 -0.755 -0.388 0.490
H -1.14615 0.47278 -0.35277 0.226 0.394 -0.077
H -1.72617 2.14851 -0.03337 -0.214 -0.425 -0.257
H 0.10961 2.73223 1.38489 -0.291 0.203 -0.841
H 0.66938 1.23955 1.55824 0.178 -0.837 -0.551
H 0.91335 1.98625 -0.02786 -0.024 0.067 -0.318
C 1.67085 -1.79098 -0.75910 0.405 0.977 -1.567
C 0.76706 -1.92224 -2.03000 1.461 -0.124 0.957
H 2.54525 -2.43707 -0.79635 -0.370 -0.786 0.119
H 2.20558 -0.84593 -0.98315 -0.620 0.155 1.208
H 1.14558 -1.86221 0.19470 0.248 0.268 -0.130
H 0.48800 -2.96949 -2.16042 -0.275 0.318 -0.449
H -0.06493 -1.23808 -1.98222 -0.552 -0.113 0.192
H 1.40028 -1.51608 -2.82751 -0.312 -0.672 -0.320
```
Positions in Å, forces in eV/Å.

Its relative energy (zero: lowest compared OMol25 entry of this formula, charge and spin) is 86.9 kJ/mol. The value obtained for the total energy is -198.856041 Eh. Its SMILES is CCC.CC.

What are the Mulliken partial charges on each atom? They are as follows, in elementary charge units: number 1, C, carries -0.980; number 2, C, carries 0.132; number 3, C, carries -1.294; number 4, H, carries 0.345; number 5, H, carries 0.273; number 6, H, carries 0.225; number 7, H, carries -0.023; number 8, H, carries 0.286; number 9, H, carries 0.376; number 10, H, carries 0.352; number 11, H, carries 0.310; number 12, C, carries -0.807; number 13, C, carries -0.757; number 14, H, carries 0.344; number 15, H, carries 0.210; number 16, H, carries 0.264; number 17, H, carries 0.267; number 18, H, carries 0.225; number 19, H, carries 0.251


no.,lowest unoccupied orbital energy (eV)
1,-3.3
2,-4.6
3,1.1